Molecular formula: C5H5NO
Method: DFT, ωB97M-V/def2-TZVPD

Cartesian coordinates (Å):
1 O -1.84879 -1.27716 1.23315
2 C -0.86441 -0.70474 0.71298
3 C 0.64309 -0.63205 1.14476
4 C 1.21211 0.35541 0.44643
5 C 0.32470 0.78670 -0.54792
6 N 0.22199 -0.33747 -1.43486
7 C -0.96013 -0.09219 -0.55775
8 H 1.25636 -1.11092 1.99457
9 H 2.21266 0.84220 0.72163
10 H -0.14060 1.91628 -0.69646
11 H -0.15897 -0.13507 -2.26325
12 H -1.89802 0.38902 -0.75328

The energy above the lowest of the compared OMol25 structures with the same formula, charge and spin is 3.910 eV. For the LUMO energy, the calculation gives 0.34 eV. The value obtained for the total energy is -8799.5094 eV. The charge is 0. As for the HOMO energy: -9.447 eV. The SMILES is O=C1C=C[C@H]2N[C@@H]12.

***

Molecular formula: C5H11NO
Method: DFT, ωB97M-V/def2-TZVPD

Cartesian coordinates (Å):
1 C -1.50074 -2.32705 -0.90664
2 C -1.14497 -1.21014 -0.15507
3 N -1.87837 -0.04514 -0.27627
4 C 0.28583 -0.97189 0.44787
5 C 1.18485 0.10941 -0.28223
6 C 1.65217 1.30312 0.64476
7 O 1.18028 2.58372 0.39909
8 H -1.08055 -3.26380 -0.55536
9 H -2.15725 -2.10684 -1.71992
10 H -1.48961 0.96904 -0.28938
11 H -2.84588 -0.01158 -0.34440
12 H 0.87316 -1.91412 0.58204
13 H 0.04819 -0.76961 1.45426
14 H 0.77570 0.49293 -1.22607
15 H 2.15916 -0.25706 -0.49194
16 H 1.57769 0.89358 1.72827
17 H 2.72212 1.50991 0.31142
18 H 0.26074 2.68318 0.80011

The energy above the lowest of the compared OMol25 structures with the same formula, charge and spin is 3.215 eV. For the LUMO energy, the calculation gives 0.72 eV. The value obtained for the total energy is -8898.4827 eV. The charge is 0. As for the HOMO energy: -7.883 eV. The SMILES is C=C(N)CCCO.

***

Molecular formula: CH3N2O4
Method: DFT, ωB97M-V/def2-TZVPD

Cartesian coordinates (Å):
1 C -0.09892 0.11946 0.11525
2 N 3.54669 -1.07279 1.68316
3 N 2.12308 1.06977 0.44369
4 O 3.45197 -0.55796 2.79625
5 O 3.02543 -0.57766 0.65721
6 O 2.09973 1.19883 -0.76692
7 O 0.81612 0.67286 1.00813
8 H -1.02022 0.71246 0.11198
9 H -0.31324 -0.91973 0.38806
10 H 0.34199 0.15110 -0.89552

The energy above the lowest of the compared OMol25 structures with the same formula, charge and spin is 4.011 eV. For the LUMO energy, the calculation gives 4.16 eV. The value obtained for the total energy is -12250.8296 eV. The charge is -1. As for the HOMO energy: -3.222 eV.

***

Molecular formula: C9H11OPd
Method: DFT, ωB97M-V/def2-TZVPD

Cartesian coordinates (Å):
1 Pd 0.02540 0.07830 0.24990
2 C -0.29130 0.81200 3.74840
3 C 0.47060 1.06640 2.49210
4 C 0.38130 2.32340 1.83660
5 C 1.03560 2.53410 0.63550
6 C 1.82150 1.49890 0.06880
7 C 2.12240 0.33750 0.82490
8 C 1.41430 0.11340 2.02210
9 H 0.19380 1.31430 4.58770
10 H -0.33460 -0.24960 3.98030
11 H -1.30180 1.20910 3.67840
12 H -0.17680 3.12610 2.29610
13 H 0.99160 3.49500 0.13680
14 H 2.36090 1.69020 -0.85520
15 H 2.92090 -0.33180 0.51120
16 H 1.64000 -0.76020 2.62820
17 C -2.84650 1.13600 -0.33690
18 C -1.93720 -0.03620 -0.14900
19 O -2.20890 -1.17160 0.14700
20 H -3.89030 0.81460 -0.36520
21 H -2.58630 1.67790 -1.24850
22 H -2.69300 1.81680 0.50940

For the LUMO energy (spin up / spin down), the calculation gives -5.86 / -5.87 eV. The value obtained for the total energy is -15030.4339 eV. The charge is +1. As for the HOMO energy (spin up / spin down): -12.609 / -12.599 eV.

***

Molecular formula: H3PS2
Method: DFT, ωB97M-V/def2-TZVPD

Cartesian coordinates (Å):
1 P 0.11932 -0.68718 1.42158
2 S -1.57057 -1.58326 1.13167
3 H 0.34409 -0.97266 2.79725
4 S 0.94912 0.97717 -1.61344
5 H -0.20726 0.37816 -1.35161
6 H 0.36529 1.88777 -2.38545

The energy above the lowest of the compared OMol25 structures with the same formula, charge and spin is 1.182 eV. For the LUMO energy, the calculation gives -1.63 eV. The value obtained for the total energy is -31006.8940 eV. The charge is 0. As for the HOMO energy: -9.027 eV. The SMILES is P=S.S.

***

Molecular formula: C23H48B2ClN4O14S5
Method: DFT, ωB97M-V/def2-TZVPD

Cartesian coordinates (Å):
1 O 1.64928 0.48355 4.12174
2 B 0.76153 0.46706 2.94345
3 O -0.47347 -0.39056 3.02480
4 C 0.99857 1.25265 1.51879
5 C 2.20364 2.36362 1.52648
6 N 2.16690 3.79191 2.03005
7 C 3.48061 4.51635 1.81513
8 N 3.86259 5.80779 2.08284
9 Cl 5.44457 6.40905 1.73498
10 N 4.34725 3.46421 1.15868
11 N 3.62813 2.27450 1.00213
12 B 4.30094 1.08166 0.31449
13 O 4.24018 -0.30627 0.88723
14 O 5.11087 1.20667 -0.94783
15 H 1.67137 1.44234 4.42267
16 H -0.79772 -0.46564 2.05839
17 H -0.01338 1.84633 1.29647
18 H 1.20723 0.45613 0.68631
19 H 3.14630 6.45567 2.51800
20 H 5.33511 3.48859 0.80658
21 H 3.89479 -0.87286 0.11926
22 H 5.53580 2.11631 -0.99641
23 C -0.58131 9.53369 0.53556
24 C 0.50907 10.47651 1.04226
25 C 0.66422 10.23399 2.54265
26 S 0.18383 8.53689 2.82679
27 O -1.01828 8.52736 3.63361
28 O 1.35745 7.76091 3.17454
29 C -0.26495 8.17414 1.14078
30 H -0.60588 9.49123 -0.55725
31 H -1.56144 9.88099 0.88368
32 H 1.45324 10.24965 0.53233
33 H 0.26735 11.52355 0.83448
34 H 1.69730 10.37854 2.86880
35 H -0.00320 10.87687 3.12311
36 H -1.11218 7.48660 1.11920
37 H 0.60272 7.71872 0.65416
38 C -0.93979 -4.93444 2.09330
39 C -1.83412 -4.47225 3.24272
40 C -2.57932 -3.22478 2.77095
41 S -2.72129 -3.36893 0.99592
42 O -1.94287 -2.31250 0.38426
43 O -4.10645 -3.61341 0.64660
44 C -1.81443 -4.89590 0.84901
45 H -0.53626 -5.93572 2.27003
46 H -0.09575 -4.24352 1.98075
47 H -2.55467 -5.26291 3.48481
48 H -1.25523 -4.26734 4.14869
49 H -3.57766 -3.16198 3.21128
50 H -2.01613 -2.31420 2.99306
51 H -1.24106 -4.90221 -0.07953
52 H -2.53819 -5.71641 0.85082
53 C -4.88657 -8.18515 -2.83164
54 C -5.23700 -7.92311 -1.36770
55 C -3.95068 -8.06496 -0.55571
56 S -2.61232 -7.64654 -1.66268
57 O -1.80750 -8.83018 -1.88041
58 O -2.03562 -6.38048 -1.25650
59 C -3.62514 -7.37945 -3.10437
60 H -5.70099 -7.89594 -3.50224
61 H -4.68905 -9.25366 -2.97896
62 H -5.62869 -6.90399 -1.26324
63 H -6.00920 -8.60990 -1.00723
64 H -3.93896 -7.38655 0.30111
65 H -3.80199 -9.09430 -0.21805
66 H -3.09320 -7.70425 -4.00021
67 H -3.84642 -6.30964 -3.16431
68 C -0.72927 7.40980 -5.02696
69 C -0.18853 8.71711 -5.60413
70 C -0.11548 9.72774 -4.46072
71 S 0.11818 8.77612 -2.96691
72 O -1.05478 8.93275 -2.13278
73 O 1.46055 8.99576 -2.46664
74 C 0.04987 7.17286 -3.74183
75 H -0.61217 6.57756 -5.72717
76 H -1.79749 7.51793 -4.80414
77 H 0.81556 8.54807 -6.01176
78 H -0.81562 9.08910 -6.42039
79 H 0.72269 10.41776 -4.58666
80 H -1.04872 10.28907 -4.36248
81 H -0.43034 6.45530 -3.07438
82 H 1.07642 6.86051 -3.95557
83 C 3.09325 -9.41743 0.77067
84 C 2.59532 -9.35384 -0.67246
85 C 1.08698 -9.11524 -0.62710
86 S 0.76576 -8.23580 0.89444
87 O -0.02323 -9.08652 1.76042
88 O 0.38061 -6.87321 0.58548
89 C 2.44816 -8.23730 1.48193
90 H 4.18482 -9.37221 0.82602
91 H 2.76881 -10.35752 1.23262
92 H 3.08517 -8.52066 -1.19090
93 H 2.83389 -10.26887 -1.22356
94 H 0.74953 -8.51184 -1.47359
95 H 0.53340 -10.05775 -0.59714
96 H 2.46428 -8.32991 2.56919
97 H 2.90989 -7.29344 1.17701

For the LUMO energy, the calculation gives -3.86 eV. The value obtained for the total energy is -127298.0793 eV. The charge is +1. As for the HOMO energy: -11.287 eV.